# C5H11N4

The ion C5H11N4 with charge +1 at a distorted geometry (ωB97M-V/def2-TZVPD, OMol25).

XYZ file:
```
20
Properties=species:S:1:pos:R:3
H 3.17 1.53 0.71
N 2.40 0.94 0.32
C 2.54 -0.26 0.20
C 1.67 -1.06 -0.71
N 0.43 -1.06 -0.68
C -0.42 -0.62 0.45
N -1.35 -1.71 0.73
C -1.04 0.75 -0.06
C -2.41 0.77 -0.52
N -0.27 1.76 -0.04
H 3.48 -0.81 0.63
H 2.28 -1.78 -1.30
H 0.19 -0.31 1.33
H -1.07 -2.34 1.48
H -1.50 -2.31 -0.05
H -2.85 1.73 -0.97
H -3.25 0.31 0.15
H -2.25 0.07 -1.45
H 0.78 1.75 0.27
H -0.53 2.64 -0.49
```

Summary:
HOMO level = -13.43 eV
charge = +1
energy above the lowest of the compared OMol25 structures with the same formula, charge and spin = 2.552 eV
E_tot = -11315.295 eV
orbital gap = 9.603 eV